# 1
DFT (ωB97M-V with the def2-TZVPD basis set) results for a structure of composition C23H26CrN2O9P2S in a non-equilibrium geometry.

The geometry in XYZ format:
```
64
Properties=species:S:1:pos:R:3:forces:R:3
Cr 0.28870 0.07250 0.35340 0.4 -0.9 0.2
C 3.13910 -2.00360 3.78290 0.0 0.0 0.0
C 2.43010 -0.93890 2.97130 -0.4 -0.1 -0.8
O 2.67730 0.37300 3.42220 0.1 0.2 0.4
P 3.03630 -0.98540 1.23250 0.5 0.0 -0.2
O 4.59540 -0.72380 1.29380 0.1 -0.4 0.0
O 3.05510 -2.47360 0.71330 0.4 -0.1 0.2
O 2.37450 -0.01900 0.30870 -0.5 0.1 0.3
P 0.60940 -1.20560 2.75270 0.0 -0.5 1.4
O 0.15560 -2.28960 3.85630 0.3 -0.2 -0.5
O -0.07020 0.09550 2.97690 0.2 0.3 0.0
O 0.50250 -1.87270 1.40420 -0.3 0.1 -0.5
H 4.21790 -1.92800 3.65270 0.0 0.0 0.1
H 2.81260 -2.98050 3.43260 0.1 -0.1 0.1
H 2.89850 -1.90110 4.83900 -0.1 0.0 0.0
H 1.81210 0.81710 3.48950 0.1 0.0 -0.1
H 4.79460 0.18860 1.50470 0.1 0.4 0.1
H 2.13250 -2.76490 0.63850 -0.3 -0.1 0.0
H -0.26570 -1.85010 4.59270 -0.2 0.2 0.4
C -3.53740 -3.56850 -1.98650 -0.1 -0.1 -0.4
N -3.41910 -2.68850 -0.85880 -0.1 -0.1 0.5
N -2.29340 -1.90250 -0.71120 -0.3 0.6 0.2
C -2.57060 -0.85280 0.15050 0.1 -0.1 -0.3
O -1.70980 -0.03660 0.52650 -0.6 -0.1 0.0
C -3.95740 -0.97930 0.45760 -0.1 -0.1 -0.1
C -4.44060 -2.07840 -0.19840 0.6 0.1 0.2
C -5.81800 -2.63310 -0.23730 0.0 0.0 -0.1
C -1.00390 -2.33480 -1.06410 0.8 0.1 -0.3
C -0.15760 -1.43580 -1.73660 -0.5 -1.0 -0.6
C 1.11000 -1.88200 -2.12640 -0.3 0.3 0.2
C 1.54050 -3.14930 -1.78840 -0.1 -0.3 0.1
C 0.71230 -4.00670 -1.06490 0.0 0.2 -0.2
C -0.55870 -3.59770 -0.69930 0.0 0.1 0.0
H -2.53950 -3.86980 -2.30040 -0.1 -0.1 0.0
H -4.03730 -3.07470 -2.82370 0.0 0.0 -0.1
H -4.10570 -4.45000 -1.69630 0.0 0.0 0.0
H -4.51140 -0.32660 1.09880 -0.1 0.2 0.1
H -6.44660 -2.09850 0.46680 0.0 0.0 0.0
H -5.82140 -3.68890 0.02850 0.0 -0.1 0.0
H -6.25560 -2.53770 -1.23140 0.0 0.0 0.0
H -0.57720 -0.52310 -2.14280 0.1 0.2 0.2
H 1.74860 -1.21930 -2.69030 0.1 0.1 0.0
H 2.52810 -3.47770 -2.07510 0.1 0.0 0.0
H 1.06070 -4.98670 -0.77580 0.0 -0.1 0.0
H -1.19970 -4.23390 -0.10690 -0.1 -0.1 0.0
C -4.26820 9.43450 1.29620 -0.2 0.1 -0.2
C -3.30510 8.46420 0.68290 0.4 -0.2 0.0
O -3.52380 7.74740 -0.25140 -0.3 0.1 -0.1
S -1.75190 8.45690 1.56380 0.4 -0.3 0.0
C -1.06760 6.91450 0.98250 -0.2 0.6 0.2
C -0.98940 5.86000 1.88320 0.0 0.1 0.0
C -0.57710 4.62710 1.43830 0.1 0.0 -0.1
C -0.23790 4.42760 0.09130 -0.2 0.5 0.4
C -0.26140 5.51610 -0.78200 0.0 -0.1 0.0
C -0.67730 6.75770 -0.33760 0.0 0.0 0.1
C 0.05930 3.09340 -0.25830 0.3 -0.7 -0.5
C 0.21690 1.88790 -0.35100 -0.1 1.2 -0.4
H -4.88140 9.90000 0.52790 0.0 0.0 0.0
H -3.74960 10.18470 1.88660 0.0 0.1 0.0
H -4.92280 8.85990 1.95080 0.0 0.0 0.1
H -1.26960 6.00850 2.91670 -0.1 0.0 0.0
H -0.53380 3.77860 2.10500 0.0 0.0 0.1
H 0.03030 5.38950 -1.81390 0.0 -0.1 -0.1
H -0.72410 7.59910 -1.01350 0.0 0.0 0.0
```
Forces are in eV/Å.

Results
spin multiplicity = 5
orbital gap (alpha / beta) = 7.430 / 7.749 eV
highest occupied orbital energy (alpha / beta) = -7.1616 / -7.4900 eV
E_LUMO (alpha / beta) = 0.269 / 0.259 eV
total charge = 0


# 2
DFT (ωB97M-V with the def2-TZVPD basis set) results for a structure of composition C42H36AsCrF5NO5PS5Se.

The geometry in XYZ format:
```
98
Properties=species:S:1:pos:R:3:forces:R:3
Cr 1.78865 -1.20759 0.54667 0.0 0.0 -0.2
O 2.59667 0.26933 1.66312 0.0 0.0 -0.1
C 3.94883 -0.08794 1.96477 0.0 0.0 0.0
C 3.93986 -1.51295 2.50688 0.0 0.0 0.0
N 2.96672 -2.38584 1.78580 0.0 0.0 0.0
C 3.51943 -3.41343 0.87819 0.0 0.0 0.0
C 2.42421 -3.82091 -0.12474 0.0 0.0 0.0
O 2.48337 -4.89296 -0.68047 0.0 0.0 0.0
O 1.47369 -2.93388 -0.27374 0.0 0.0 0.0
C 2.03142 -3.04191 2.73265 0.0 0.0 0.0
C 0.78664 -2.19719 2.97609 0.0 0.0 0.0
O 0.15633 -2.30217 4.00727 0.0 0.0 0.0
O 0.47157 -1.45514 1.95913 0.0 0.0 0.0
H 2.59647 1.13181 1.09172 0.0 0.0 0.0
H 4.34117 0.58956 2.72600 0.0 0.0 0.0
H 4.55856 0.01246 1.07011 0.0 0.0 0.0
H 3.63092 -1.48290 3.55140 0.0 0.0 0.0
H 4.94224 -1.94331 2.46027 0.0 0.0 0.0
H 3.86272 -4.29060 1.43101 0.0 0.0 0.0
H 4.35012 -3.00317 0.31217 0.0 0.0 0.0
H 2.52846 -3.28912 3.67045 0.0 0.0 0.0
H 1.67745 -3.97104 2.28280 0.0 0.0 0.0
F 0.56920 7.18613 2.92318 0.0 0.0 0.0
C 1.04241 6.16540 2.19263 0.0 0.0 0.0
C 1.03689 6.22661 0.81231 0.0 0.0 0.0
F 0.53868 7.31366 0.20109 0.0 0.0 0.0
C 1.51186 5.15976 0.07242 0.0 0.0 0.0
F 1.43814 5.26986 -1.26284 0.0 0.0 0.0
C 2.01196 3.99757 0.65267 0.0 0.0 0.0
Se 2.60580 2.53374 -0.39855 0.0 0.1 0.1
C 2.00958 3.98309 2.04381 0.0 0.0 0.0
F 2.47359 2.91443 2.71272 0.0 0.0 0.0
C 1.53453 5.03114 2.80889 0.0 0.0 0.0
F 1.53569 4.95392 4.14737 0.0 0.0 0.0
C -1.71186 -1.02543 -0.06019 0.0 0.0 0.0
C -1.64128 -2.43748 -0.61663 0.0 0.0 0.0
As -3.27413 -3.51067 -0.32763 0.0 0.0 0.0
C -3.76892 -2.64462 1.35814 0.0 0.0 0.0
C -2.96246 -2.94307 2.45466 0.0 0.0 0.0
C -3.12336 -2.27436 3.65898 0.0 0.0 0.0
C -4.12135 -1.31817 3.78793 0.0 0.0 0.0
C -4.94249 -1.02776 2.70771 0.0 0.0 0.0
C -4.76055 -1.67903 1.49437 0.0 0.0 0.0
C -4.51211 -2.58929 -1.52992 0.0 0.0 0.0
C -5.87146 -2.88491 -1.43278 0.0 0.0 0.0
C -6.79113 -2.30308 -2.29193 0.0 0.0 0.0
C -6.36182 -1.42570 -3.27945 0.0 0.0 0.0
C -5.01092 -1.13767 -3.39745 0.0 0.0 0.0
C -4.09275 -1.71534 -2.52876 0.0 0.0 0.0
P -0.23677 0.01212 -0.43916 0.0 0.0 0.1
C -0.51931 0.30457 -2.21704 0.0 0.0 0.0
C -1.68460 0.93934 -2.65621 0.0 0.0 0.0
C -1.96265 1.04292 -4.00861 0.0 0.0 0.0
C -1.09234 0.49345 -4.94278 0.0 0.0 0.0
C 0.04991 -0.16247 -4.51552 0.0 0.0 0.0
C 0.33597 -0.25681 -3.15863 0.0 0.0 0.0
C -0.74055 1.53671 0.43384 0.0 0.0 0.0
C -0.92609 2.75822 -0.20892 0.0 0.0 0.0
C -1.39318 3.85613 0.49725 0.0 0.0 0.0
C -1.63627 3.75955 1.86022 0.0 0.0 0.0
C -1.40809 2.55828 2.51544 0.0 0.0 0.0
C -0.97141 1.44757 1.80735 0.0 0.0 0.0
H -1.78651 -1.05699 1.02540 0.0 0.0 0.0
H -2.58620 -0.48170 -0.43009 0.0 0.0 0.0
H -0.83719 -2.99572 -0.14043 0.0 0.0 0.0
H -1.41889 -2.45993 -1.68682 0.0 0.0 0.0
H -2.16999 -3.67871 2.35923 0.0 0.0 0.0
H -2.44904 -2.47723 4.47958 0.0 0.0 0.0
H -4.24717 -0.79004 4.72478 0.0 0.0 0.0
H -5.71359 -0.27240 2.79942 0.0 0.0 0.0
H -5.38251 -1.41221 0.64905 0.0 0.0 0.0
H -6.21745 -3.57439 -0.66953 0.0 0.0 0.0
H -7.84359 -2.53929 -2.19425 0.0 0.0 0.0
H -7.07716 -0.97399 -3.95513 0.0 0.0 0.0
H -4.66163 -0.45952 -4.16672 0.0 0.0 0.0
H -3.04437 -1.47038 -2.64294 0.0 0.0 0.0
H -2.38251 1.34984 -1.93651 0.0 0.0 0.0
H -2.86245 1.55035 -4.33421 0.0 0.0 0.0
H -1.31132 0.57262 -6.00029 0.0 0.0 0.0
H 0.72661 -0.60592 -5.23498 0.0 0.0 0.0
H 1.23180 -0.76953 -2.83590 0.0 0.0 0.0
H -0.68137 2.86108 -1.25757 0.0 0.0 0.0
H -1.54402 4.79709 -0.01736 0.0 0.0 0.0
H -1.98560 4.62374 2.41214 0.0 0.0 0.0
H -1.57096 2.47960 3.58282 0.0 0.0 0.0
H -0.79161 0.51539 2.32922 0.0 0.0 0.0
C 3.53761 1.31216 -3.86684 0.0 0.0 0.0
S 4.97739 1.99817 -3.02723 0.0 0.0 0.0
C 5.58251 0.69894 -2.01581 0.0 0.0 0.0
C 4.99816 -0.33786 -1.37630 0.0 0.0 0.0
S 3.33856 -0.90994 -1.41801 0.0 0.0 0.0
S 6.14850 -1.39299 -0.55507 0.0 0.0 0.0
C 7.59991 -0.50688 -0.81529 0.0 0.0 0.0
S 9.06747 -0.92476 -0.20030 0.0 0.0 0.0
S 7.32502 0.84653 -1.84045 0.0 0.0 0.0
H 3.36771 1.97813 -4.71290 0.0 0.0 0.0
H 2.67136 1.32117 -3.21242 0.0 0.0 0.0
H 3.74065 0.30617 -4.22587 0.0 0.0 0.0
```
Forces are in eV/Å.

Results
spin multiplicity = 4
orbital gap (alpha / beta) = 6.818 / 6.855 eV
highest occupied orbital energy (alpha / beta) = -4.9132 / -4.9109 eV
E_LUMO (alpha / beta) = 1.905 / 1.944 eV
total charge = -1


# 3
DFT (ωB97M-V with the def2-TZVPD basis set) results for an isolated molecule of C13H17NO4S.

The geometry in XYZ format:
```
36
Properties=species:S:1:pos:R:3:forces:R:3
C 3.14305 -2.77391 -3.74059 -0.1 -0.1 0.5
H 3.79605 -1.90838 -3.66837 0.0 0.1 -0.1
H 2.16612 -2.48550 -4.11905 0.0 0.0 -0.1
H 3.58713 -3.52423 -4.38617 0.0 0.0 -0.1
S 2.95556 -3.52622 -2.10080 -0.1 0.2 0.1
C 2.17296 -2.11312 -1.24598 0.2 -0.4 -0.3
C 1.93925 -2.46352 0.21384 0.1 0.2 -0.1
H 1.27606 -3.32879 0.28182 0.0 0.0 0.1
H 2.88811 -2.71672 0.68928 0.0 0.0 0.0
C 1.30941 -1.27294 0.96185 0.2 -0.1 -0.1
N 0.02596 -0.91242 0.41580 -0.2 -0.2 0.2
C -0.14698 0.22910 -0.29260 0.0 -0.2 0.0
O 0.75038 0.95038 -0.65611 0.2 0.3 -0.1
O -1.45405 0.41521 -0.56375 -0.1 -0.1 0.2
C -1.79915 1.59566 -1.28458 0.2 0.4 -0.4
C -2.43651 2.63399 -0.39816 0.0 -0.1 0.0
C -1.96226 2.85564 0.88949 0.0 -0.1 -0.1
C -2.54268 3.82206 1.69127 0.0 0.0 0.1
C -3.59708 4.58242 1.21112 0.0 0.0 0.0
C -4.07038 4.37093 -0.07435 0.0 0.1 0.1
C -3.49624 3.39829 -0.87311 0.2 -0.1 0.0
H -3.87084 3.23179 -1.87422 0.0 0.0 -0.1
H -4.89231 4.96165 -0.45488 0.0 0.0 0.0
H -4.04841 5.33815 1.83640 0.0 0.1 0.1
H -2.17022 3.98105 2.69375 0.0 0.0 0.0
H -1.13731 2.26735 1.26699 0.0 0.0 0.0
H -2.49013 1.28750 -2.07402 0.1 0.0 0.1
H -0.88576 2.00355 -1.73878 -0.2 -0.1 0.0
H -0.78741 -1.37729 0.79277 0.0 0.1 0.0
C 1.14918 -1.63323 2.42963 -0.4 0.2 -0.1
O 0.09155 -1.79314 2.97524 -0.2 -0.1 0.1
O 2.32232 -1.77600 3.04224 0.7 0.0 0.1
H 2.19799 -2.02794 3.97204 -0.3 0.0 -0.2
H 1.97082 -0.40309 0.86803 -0.1 -0.2 0.1
H 1.23146 -1.89862 -1.75333 0.0 0.1 0.1
H 2.83731 -1.25314 -1.34091 -0.1 0.1 0.0
```
Forces are in eV/Å.

Results
orbital gap = 9.145 eV
highest occupied orbital energy = -8.5733 eV
SMILES = CSCC[C@@H](NC(=O)OCc1ccccc1)C(=O)O
E_LUMO = 0.571 eV
total charge = 0


# 4
DFT (ωB97M-V with the def2-TZVPD basis set) results for a structure of composition C29H41Cl5P2Sn in a non-equilibrium geometry.

The geometry in XYZ format:
```
78
Properties=species:S:1:pos:R:3:forces:R:3
Sn 0.94408 0.82838 2.50644 0.5 0.6 0.3
C -2.24785 -1.49167 3.49966 -1.7 -1.5 -1.5
C -1.86254 -2.57680 2.68222 0.6 -0.8 -0.5
C -0.01562 -1.89009 3.85687 -1.6 4.9 3.8
C -1.11205 -1.04539 4.22112 5.6 -0.9 0.6
C -0.49098 -2.82364 2.89601 -3.1 -1.9 -2.5
C -3.59038 -0.88639 3.58863 0.3 0.3 -0.7
H -4.11159 -0.97616 2.63103 -0.1 -0.2 0.2
H -3.51918 0.17774 3.82312 -0.1 -0.1 0.1
H -4.22605 -1.34571 4.35882 0.2 -0.2 0.0
C -1.11664 0.12857 5.11485 -0.5 0.5 0.5
H -2.09442 0.61034 5.02494 0.3 0.1 0.2
H -0.37092 0.90370 4.88242 0.0 -0.3 0.2
H -1.00044 -0.13940 6.17501 0.2 0.1 -0.2
C 1.37218 -1.86955 4.35648 0.5 -0.3 -0.2
H 1.46019 -2.36704 5.33542 -0.1 0.2 -0.1
H 1.81520 -0.87155 4.46100 -0.2 -0.1 0.3
H 2.00521 -2.43287 3.66403 0.1 0.1 0.3
C 0.34975 -3.82321 2.21669 -0.1 0.4 -0.5
H 0.40311 -4.78494 2.74705 -0.1 0.1 0.1
H 1.37463 -3.45788 2.10912 -0.1 -0.1 0.1
H -0.03610 -4.02092 1.21193 -0.1 -0.2 0.2
C -2.72929 -3.28283 1.70802 -0.4 -0.4 -0.3
H -3.10940 -4.24248 2.08627 0.1 0.2 0.0
H -2.18260 -3.49210 0.78043 -0.2 0.0 0.2
H -3.59707 -2.66950 1.44512 0.1 -0.2 0.0
C -1.23054 1.63533 0.42363 -0.1 0.0 0.0
C -2.29820 0.82580 0.55368 0.5 0.4 0.5
C -2.76437 -0.17415 -0.44370 -0.3 -0.8 -0.6
C -1.69083 -0.93745 -1.29679 -0.7 0.1 -0.6
C -0.45884 -1.39705 -0.58734 0.4 0.0 0.5
C 0.62605 -0.64322 -0.37421 0.0 -0.3 -0.4
C 0.83609 0.75622 -0.91136 0.1 0.2 0.0
C -0.37050 1.72860 -0.82003 0.1 0.2 -0.2
H -3.44459 0.32374 -1.16126 0.2 -0.1 0.3
H -1.44108 -0.30954 -2.17164 0.1 -0.4 0.4
H -3.40248 -0.91665 0.06690 0.2 0.3 -0.1
H -0.98632 1.56849 -1.71807 0.1 0.1 0.4
H -1.02412 2.37738 1.21142 -0.3 -0.1 -0.2
H -2.93259 0.91073 1.44481 0.3 0.1 -0.2
H 0.01487 2.76092 -0.92006 -0.2 -0.4 0.1
H 1.71455 1.18495 -0.40410 -0.1 0.0 -0.1
H 1.49476 -1.08160 0.14101 -0.3 0.0 -0.3
H 1.12342 0.72715 -1.98223 -0.1 -0.2 0.5
H -2.18007 -1.83604 -1.71712 0.1 0.5 0.1
H -0.45698 -2.44850 -0.25803 0.1 0.6 0.0
P -0.69511 0.90109 -4.65005 0.0 0.8 -0.8
C -0.78702 2.74221 -4.67003 -0.2 0.0 0.2
C -2.07038 0.58577 -5.83852 -0.2 -0.1 0.3
P 1.55804 -0.85914 -5.40488 0.5 0.2 -0.8
C 0.73207 0.75240 -5.82776 -0.2 -0.4 0.5
C 1.04539 -1.83325 -6.88871 0.0 -0.2 0.2
C 3.22940 -0.40528 -6.03146 0.1 -0.2 0.2
H 0.07716 3.15672 -4.13706 -0.2 0.0 -0.1
H -1.70573 3.05243 -4.15753 0.2 0.2 -0.1
H -0.79160 3.10152 -5.70718 0.0 0.1 0.3
H -1.97136 1.23279 -6.71926 -0.1 -0.2 0.2
H -3.01130 0.81325 -5.32102 0.1 -0.1 -0.3
H -2.08503 -0.46698 -6.14448 0.0 0.2 0.0
H 3.15864 -0.03224 -7.05995 0.1 -0.1 0.2
H 3.86475 -1.29761 -5.99633 0.0 0.3 -0.1
H 3.65935 0.36565 -5.38255 0.0 -0.1 -0.2
H 1.43608 1.58365 -5.65526 -0.2 -0.3 0.0
H 0.39009 0.75897 -6.87647 0.2 0.2 0.4
H 1.64302 -2.75332 -6.89910 -0.2 0.1 -0.1
H 1.23626 -1.26465 -7.80673 -0.1 -0.2 0.1
H -0.01359 -2.10840 -6.82959 0.2 0.0 -0.1
Cl 2.06409 0.99481 6.38621 0.0 0.0 -0.2
C 2.70385 2.05417 5.18132 0.8 0.8 -0.5
C 2.15575 2.12705 3.89281 -1.1 -0.1 -0.3
C 2.59750 3.12102 3.02707 1.4 0.3 0.7
Cl 1.73002 3.37646 1.52083 0.0 -0.4 0.0
C 3.73996 3.89479 3.29640 -0.1 -0.2 0.1
Cl 4.47523 4.84601 2.06656 -0.3 0.0 0.3
C 4.32003 3.80928 4.58215 -0.6 -0.5 -0.4
Cl 5.65801 4.79067 4.96469 -0.1 -0.2 0.0
C 3.77994 2.90335 5.52903 -0.4 0.0 -0.3
Cl 4.43707 2.84314 7.09870 0.1 0.0 0.1
```
Forces are in eV/Å.

Results
orbital gap = 2.391 eV
highest occupied orbital energy = -12.0293 eV
E_LUMO = -9.638 eV
total charge = +2